1.
Entry from the Open Molecules 2025 dataset: a structure of composition C15H17N3OS4Tl in a non-equilibrium geometry (ωB97M-V with the def2-TZVPD basis set).

## Properties
Energy relative to the best compared isomer or geometry (same formula, charge and spin), eV: 0.0141
F_max, Eh/bohr: 0.045
HOMO-LUMO gap, eV: 3.93
Net charge: -1
HOMO level, eV: -2.74

The geometry in XYZ format:
```
41
Properties=species:S:1:pos:R:3:forces:R:3:mulliken_charge:R:1
Tl 0.54617 1.51296 -1.83634 0.55 0.43 -0.65 0.54
S 4.34757 -1.10486 -2.82984 0.17 -0.45 0.05 -0.44
C 3.45352 0.24446 -2.40808 0.65 -0.43 -0.71 -0.03
S 2.98464 1.36851 -3.59463 -0.64 0.53 -0.21 -0.45
S 3.04627 0.52157 -0.76470 -0.58 0.22 0.90 -0.45
O 1.80726 3.43641 -0.37808 0.13 0.17 0.05 -0.47
C 1.53802 4.01372 0.86984 0.07 0.39 0.28 -0.68
C 1.95120 3.16246 2.06971 -0.16 0.00 -0.35 -0.79
C 1.39206 1.73682 2.02387 0.19 0.11 0.02 0.16
C -0.09817 1.66768 1.91265 -0.02 -0.11 0.33 0.22
C -0.90976 1.83599 3.03445 -0.12 0.13 -0.04 -0.70
C -2.27936 1.70020 2.91041 0.06 -0.10 -0.06 -0.37
C -2.80452 1.36388 1.67069 -0.04 0.04 0.01 -0.87
C -1.92722 1.22788 0.60907 -0.21 0.02 0.09 -0.18
N -0.61675 1.38711 0.72246 0.08 -0.18 0.17 0.22
H 2.63670 2.92726 -0.35072 -0.01 -0.28 -0.24 0.27
H 0.45740 4.19158 0.89800 0.03 0.05 0.02 0.34
H 2.04408 4.99354 0.93472 -0.19 -0.12 0.12 0.32
H 1.61135 3.67352 2.97471 0.07 0.06 0.07 0.38
H 3.04075 3.09286 2.09945 0.04 0.04 0.09 0.39
H 1.70053 1.22330 2.93637 0.03 -0.09 0.00 0.50
H 1.82627 1.21467 1.17104 -0.06 -0.04 0.10 -0.57
H -0.46084 2.06600 3.98871 0.07 0.03 0.12 0.46
H -2.92686 1.82498 3.76793 -0.02 0.01 0.04 0.39
H -3.86497 1.20875 1.53405 -0.04 0.01 -0.04 0.39
H -2.28020 0.96805 -0.38115 -0.07 0.02 -0.13 0.39
N -1.96904 -5.69802 -0.72610 0.40 0.40 -0.48 -0.41
C -1.96507 -4.85763 -1.81057 -1.50 -1.79 -0.16 0.24
S -2.93767 -5.24177 -3.10741 0.28 0.11 0.37 -0.38
C -1.22770 -3.62351 -1.74150 1.21 1.89 0.16 0.89
C -0.78607 -3.05542 -0.52970 -0.46 -0.69 -0.52 -0.79
C -0.20541 -1.80695 -0.54018 0.31 0.50 -0.08 -0.43
N -0.00489 -1.09004 -1.64390 -0.24 -0.87 -0.08 0.09
C -0.35489 -1.64947 -2.80479 0.27 0.46 0.22 -0.45
C -0.96061 -2.87827 -2.90443 -0.25 -0.78 0.37 -0.69
H -2.46262 -6.56613 -0.87161 0.05 0.10 -0.02 0.23
H -1.15359 -5.75062 -0.13641 0.01 0.17 0.08 0.22
H -0.93442 -3.56217 0.41226 -0.07 0.00 0.09 0.35
H 0.11833 -1.33481 0.37684 0.05 0.00 0.12 0.37
H -0.13745 -1.06436 -3.68970 0.00 0.03 -0.07 0.40
H -1.23403 -3.28013 -3.86740 -0.04 0.01 -0.04 0.37
```
Forces are in eV/Å.



2.
Entry from the Open Molecules 2025 dataset: a structure of composition C15H17N5OS in a non-equilibrium geometry (ωB97M-V with the def2-TZVPD basis set).

## Properties
Energy relative to the best compared isomer or geometry (same formula, charge and spin), eV: 16.6616
F_max, Eh/bohr: 0.363
HOMO-LUMO gap, eV: 9.00
Net charge: 0
HOMO level, eV: -9.09

The geometry in XYZ format:
```
39
Properties=species:S:1:pos:R:3:forces:R:3:mulliken_charge:R:1
C 3.04602 -1.76299 2.93788 -5.08 -6.61 1.08 -1.72
C 2.34377 -2.69344 1.95168 1.87 -8.33 9.29 -0.67
C 1.02790 -3.29076 2.54291 4.02 -0.07 5.61 -0.56
C 0.12361 -2.19955 3.04707 -0.06 -4.02 -4.24 -1.66
C 0.02089 -1.24533 1.90492 -5.85 -9.46 2.10 0.85
O 0.14921 -0.13775 2.01248 2.78 9.76 -0.45 -0.47
N -0.89883 -1.90206 1.11947 -1.36 2.07 -7.63 -0.19
C -1.19619 -1.50452 -0.40099 5.51 5.94 10.91 0.20
C -0.97653 -0.21090 -0.75301 0.54 6.59 -0.39 0.07
C -1.45504 0.37260 -1.96555 -0.76 -4.69 1.15 -0.73
C -2.28811 -0.69803 -2.88038 5.03 1.01 7.17 -0.74
C -2.35438 -2.01471 -2.48050 3.31 7.40 2.97 -1.46
C -1.76152 -2.21149 -1.18295 -9.10 -14.01 -8.29 0.46
H -2.22872 -3.34726 -0.94268 1.98 2.62 0.41 -0.01
H -2.80434 -2.55895 -3.15470 -2.27 -4.04 -2.46 0.56
H -2.56193 -0.19294 -3.64883 -2.46 2.03 -5.53 0.67
C -1.17183 1.82531 -2.24607 -6.04 -9.58 -4.47 0.86
N -0.60645 2.55220 -1.51286 3.73 6.40 1.71 -0.66
N -0.53851 3.71450 -2.36777 2.69 -1.78 9.20 0.47
C -0.08313 4.92818 -1.89360 -0.85 -1.26 -8.73 0.72
N -0.15086 5.66185 -2.99535 -3.30 -0.08 0.43 -0.57
N -1.08053 4.94761 -3.79939 0.74 7.97 -5.71 -0.57
C -1.19967 3.79049 -3.47820 -0.39 -2.18 1.21 0.81
S -1.95407 2.31630 -3.79035 -0.20 -0.80 -0.29 -0.29
C 0.84459 5.12783 -0.95694 -5.09 10.96 8.23 -1.26
H 0.10874 5.20060 0.07876 2.14 -0.75 -1.98 0.29
H 1.19476 6.44484 -0.69387 -0.94 -4.18 -1.79 0.29
H 1.55663 4.58040 -0.74302 6.83 -5.58 1.61 0.45
H -0.57017 0.53915 0.07263 -0.56 -1.79 -2.11 0.37
H -1.12874 -2.85833 1.08583 0.57 -1.31 1.05 0.24
H 0.46539 -1.71524 3.79270 2.85 3.17 5.39 0.74
H -0.72124 -2.75180 3.38392 -1.54 0.45 -0.14 0.31
H 0.57686 -4.06506 1.99725 -0.61 -0.84 -0.93 0.51
H 1.46409 -3.84707 3.68177 -1.35 1.08 -3.42 0.26
H 2.14943 -2.31822 1.15542 -2.12 5.00 -9.87 0.65
H 2.85033 -3.73704 1.69893 0.05 2.45 0.45 0.28
H 3.42777 -2.28112 3.78261 -0.89 -0.44 1.55 0.37
H 3.86240 -1.51803 2.61174 8.88 3.05 -4.46 0.70
H 2.51839 -0.93927 3.02902 -2.71 3.87 1.38 0.45
```
Forces are in eV/Å.



3.
Entry from the Open Molecules 2025 dataset: a structure of composition C15H17N6OSSe4Tc (ωB97M-V with the def2-TZVPD basis set).

## Properties
Energy relative to the best compared isomer or geometry (same formula, charge and spin), eV: 0.0000
F_max, Eh/bohr: 0.018
HOMO-LUMO gap (alpha / beta), eV: 5.52 / 5.84
⟨S²⟩: 0.8626
Spin multiplicity: 2
Net charge: +1
HOMO level (alpha / beta), eV: -10.21 / -10.47

The geometry in XYZ format:
```
45
Properties=species:S:1:pos:R:3:forces:R:3:mulliken_charge:R:1
Tc 0.71494 -1.72359 0.33588 0.45 -0.78 -0.15 0.08
N 5.05645 -1.15124 0.32391 0.01 0.00 0.01 -0.40
C 3.74088 -1.25871 0.10062 0.01 -0.02 -0.05 0.68
S 2.69964 -1.26717 1.51615 -0.18 0.12 0.00 -0.31
N 3.34756 -1.28608 -1.15509 0.01 0.00 0.02 -1.69
N 2.00136 -1.41398 -1.28100 -0.06 -0.03 0.05 1.22
C 1.47457 -1.31039 -2.44772 0.01 0.00 0.00 -1.00
C 0.02839 -1.47239 -2.54224 0.01 0.00 0.01 1.17
C -0.64578 -1.40656 -3.75189 -0.01 0.00 0.00 -1.00
C -2.01308 -1.62451 -3.77275 0.00 0.00 -0.01 -0.31
C -2.66881 -1.91354 -2.58677 0.00 -0.01 0.00 -1.00
C -1.93650 -1.95280 -1.41424 -0.01 0.02 -0.01 -0.29
N -0.62374 -1.72440 -1.38427 -0.03 0.11 0.08 0.52
H 5.41911 -1.19105 1.25897 0.00 0.00 0.00 0.20
H 5.69082 -1.16875 -0.45710 0.00 0.00 0.00 0.24
H 2.09062 -1.12739 -3.32055 0.00 0.00 -0.01 0.39
H -0.09622 -1.19724 -4.65913 0.00 0.00 0.00 0.48
H -2.55824 -1.58116 -4.70574 0.00 0.00 0.00 0.44
H -3.73091 -2.10879 -2.56159 0.00 0.00 0.00 0.44
H -2.39922 -2.18524 -0.46422 0.00 0.00 0.00 0.63
Se -0.67827 -1.74998 2.29671 -0.07 -0.16 0.09 0.13
Se -0.93175 -3.88681 3.15412 -0.05 0.36 0.10 -0.10
Se -0.14325 -5.32325 1.56390 0.03 -0.23 -0.16 -0.10
Se 1.01959 -4.03998 0.04777 -0.10 0.70 0.04 0.09
C -0.01083 2.52348 3.79739 -0.04 -0.02 0.00 -0.61
O 0.57463 1.55576 2.93243 0.04 -0.01 -0.01 -0.32
H 0.74302 3.05261 4.38453 0.00 0.00 -0.01 0.27
H -0.74113 2.07266 4.47322 0.00 0.00 0.00 0.27
H -0.52808 3.24110 3.16267 0.00 0.00 0.00 0.20
H 1.03328 0.89945 3.46591 0.02 0.02 0.01 0.23
N 0.84945 2.56741 -0.09396 0.00 -0.02 0.00 0.04
C 1.29591 1.30399 -0.03838 0.02 0.01 -0.02 -1.11
N 0.33317 0.43594 0.16852 -0.05 -0.06 -0.01 1.20
C -0.83962 1.19080 0.27299 -0.01 0.00 0.01 0.62
C -2.16147 0.82133 0.51435 0.01 0.00 0.00 -0.40
C -3.10870 1.82281 0.57844 0.00 0.00 0.00 -1.06
C -2.76770 3.17254 0.40638 0.00 0.00 0.00 -0.48
C -1.46413 3.55539 0.16920 0.00 0.00 0.00 -1.12
C -0.51807 2.53923 0.10901 -0.01 0.00 0.00 0.72
H 1.42808 3.38237 -0.20229 0.00 0.00 0.00 0.27
H 2.33834 1.05428 -0.14569 0.00 0.00 0.00 0.45
H -2.43966 -0.20937 0.67328 0.00 0.00 0.00 0.05
H -4.14046 1.56298 0.77315 0.00 0.00 0.00 0.42
H -3.54144 3.92564 0.46507 0.00 0.00 0.00 0.43
H -1.19275 4.59456 0.04003 0.00 0.00 0.00 0.44
```
Forces are in eV/Å.